[1]
{"formula": "C20H30F6IN5O7PS2", "method": "ωB97M-V/def2-TZVPD", "species": ["O", "C", "O", "C", "C", "N", "C", "N", "C", "C", "C", "S", "C", "S", "N", "C", "C", "N", "C", "C", "O", "O", "N", "C", "F", "I", "C", "P", "O", "C", "F", "F", "C", "F", "F", "F", "H", "H", "H", "H", "H", "H", "H", "H", "H", "H", "H", "H", "H", "H", "H", "H", "H", "H", "H", "H", "C", "O", "C", "C", "O", "C", "H", "H", "H", "H", "H", "H", "H", "H", "H", "H"], "xyz": [[-4.33212, 3.04095, 0.33099], [-3.90599, 2.63600, -0.68809], [-3.29502, 3.46067, -1.66717], [-2.01690, 2.84539, -1.93661], [-2.11684, 1.77368, -3.12041], [-0.74643, 1.51446, -3.67959], [-0.60394, 0.07345, -3.34126], [-0.06560, -0.44969, -2.29718], [-0.07810, -1.93929, -2.15947], [-0.34177, -2.41598, -0.66509], [-1.67310, -1.82714, -0.06086], [-1.71405, -1.74795, 1.78104], [-0.39427, -0.64058, 2.37704], [1.10472, -1.29436, 2.59516], [-0.56127, 0.75204, 2.64036], [-0.38004, 1.49644, 3.82566], [-0.64263, 2.86756, 3.52161], [-1.01850, 2.98815, 2.15655], [-0.95960, 1.73823, 1.72392], [0.55600, 0.40888, -1.27677], [1.97985, 0.22622, -1.34750], [2.39817, 0.14524, -0.02363], [-1.24738, -0.60984, -4.46218], [-0.50196, -0.02863, -5.58405], [-0.85810, -0.33040, -6.86430], [1.43146, -1.09125, -5.36674], [-0.53108, 1.53507, -5.12077], [1.22849, 2.09892, -5.67939], [1.32614, 3.57940, -5.87747], [-1.43311, 2.37141, -6.08397], [-0.88501, 2.46081, -7.34482], [-2.66184, 1.73202, -6.28395], [-1.77300, 3.85421, -5.62325], [-1.11389, 4.27560, -4.52026], [-3.11842, 3.95736, -5.33686], [-1.56631, 4.71383, -6.65143], [-3.92401, 1.53269, -0.95125], [-1.19374, 3.58203, -2.09440], [-1.74223, 2.25367, -1.02202], [-2.90609, 2.05014, -3.85900], [-2.48460, 0.83019, -2.61253], [0.89915, -2.34983, -2.52978], [-0.86957, -2.42308, -2.77983], [-0.39247, -3.53977, -0.67215], [0.57295, -2.17305, -0.05566], [-1.80375, -0.76828, -0.43268], [-2.56356, -2.41243, -0.39300], [-0.06551, 0.99410, 4.75960], [-0.57005, 3.71224, 4.23336], [-1.18453, 1.33072, 0.71887], [0.35030, 1.49472, -1.45850], [0.26513, 0.17200, -0.22656], [3.24546, -0.34352, 0.00189], [-2.26975, -0.58345, -4.48723], [2.19690, 1.74689, -4.67874], [1.51347, 1.48756, -6.94651], [1.49908, -1.75639, 7.33380], [1.82774, -2.22122, 6.03191], [3.23209, -2.22278, 5.79386], [3.81919, -3.61847, 5.93070], [3.73808, -4.08603, 7.27000], [2.65785, -4.98575, 7.47124], [0.45987, -2.01844, 7.53500], [2.12738, -2.21494, 8.10051], [1.60229, -0.66732, 7.37779], [3.74023, -1.51615, 6.45738], [3.37983, -1.88113, 4.76356], [4.88058, -3.57675, 5.66978], [3.32982, -4.31728, 5.24420], [2.91080, -5.96679, 7.05611], [1.73284, -4.62343, 7.01662], [2.50022, -5.09155, 8.54441]], "gap_ev": 6.05, "mol_weight_g_mol": 788.488, "e_homo_ev": -10.9, "charge": 1}

***

[2]
{"formula": "C33H32Cl3CsGeNO12", "method": "ωB97M-V/def2-TZVPD", "species": ["Cs", "O", "C", "O", "C", "O", "C", "C", "O", "O", "H", "H", "H", "H", "H", "Cl", "C", "C", "C", "Cl", "C", "O", "C", "C", "O", "C", "H", "H", "H", "C", "C", "C", "C", "C", "C", "Ge", "C", "C", "C", "C", "C", "C", "C", "C", "C", "C", "C", "C", "H", "H", "H", "H", "H", "H", "H", "H", "H", "H", "H", "H", "H", "H", "H", "C", "N", "C", "C", "C", "O", "H", "H", "H", "H", "H", "H", "H", "H", "H", "O", "Cl", "O", "O", "O"], "xyz": [[0.31647, 1.57849, 0.31035], [-2.28269, 2.25355, -3.58329], [-1.20276, 2.29373, -2.77191], [-0.47263, 1.35513, -2.60841], [-1.10796, 3.67131, -2.15381], [-0.07040, 3.77373, -1.22625], [-0.31848, 4.79037, -0.25068], [0.75161, 4.89073, 0.87245], [0.79313, 6.01381, 1.39923], [1.41584, 3.86157, 1.17443], [-2.38226, 1.32820, -3.86744], [-2.08115, 3.86489, -1.68794], [-0.98882, 4.37740, -2.99074], [-1.28758, 4.59762, 0.23581], [-0.36699, 5.77848, -0.72054], [6.91712, -2.83773, -0.05883], [5.26102, -2.21024, 0.01598], [4.27846, -2.92670, 0.71089], [3.00706, -2.45304, 0.77011], [1.79208, -3.38677, 1.61780], [2.56635, -1.20993, 0.14015], [1.38302, -0.82595, 0.22306], [3.62817, -0.52782, -0.55713], [3.40367, 0.70880, -1.32032], [2.38274, 1.33207, -1.50169], [4.93516, -1.03951, -0.59859], [4.52047, -3.86243, 1.19937], [4.34243, 1.07283, -1.80219], [5.69430, -0.48516, -1.14114], [2.16917, -4.19846, -2.99816], [2.16547, -2.82810, -3.21602], [1.13659, -2.04453, -2.70807], [0.10286, -2.63763, -1.98099], [0.11117, -4.01589, -1.76490], [1.14524, -4.79418, -2.27444], [-1.31275, -1.49102, -1.20049], [-2.25116, -2.47651, 0.23732], [-3.41868, -3.19587, -0.02532], [-4.05845, -3.87971, 1.00397], [-3.53400, -3.84167, 2.28788], [-2.37540, -3.12613, 2.55210], [-1.73135, -2.43930, 1.53179], [-2.61740, -1.16627, -2.65896], [-3.89265, -0.68534, -2.34142], [-4.77957, -0.33841, -3.35442], [-4.40177, -0.45621, -4.68669], [-3.13585, -0.92713, -5.01051], [-2.24604, -1.28094, -3.99833], [2.98316, -4.80564, -3.37740], [2.98481, -2.37227, -3.76038], [1.14229, -0.96917, -2.83809], [-0.67757, -4.46767, -1.17447], [1.16489, -5.86271, -2.09277], [-3.82688, -3.21039, -1.02756], [-4.96921, -4.43418, 0.80851], [-4.03915, -4.36598, 3.09115], [-1.97748, -3.09134, 3.55924], [-0.83173, -1.87055, 1.72591], [-4.17995, -0.54743, -1.30696], [-5.76104, 0.04768, -3.10708], [-5.08570, -0.17234, -5.47803], [-2.83557, -1.01737, -6.04825], [-1.25343, -1.64100, -4.24690], [3.64588, 2.70741, 5.75079], [2.49083, 2.79275, 4.88540], [2.18258, 4.08645, 4.29179], [1.60951, 1.75070, 4.86886], [0.36316, 1.97091, 4.04753], [1.79619, 0.73406, 5.52586], [3.43077, 3.07693, 6.76224], [4.44827, 3.30784, 5.32165], [3.96104, 1.67079, 5.83069], [3.10824, 4.65813, 4.22786], [1.46768, 4.65790, 4.89472], [1.79994, 3.99924, 3.27447], [-0.27669, 2.71445, 4.52919], [-0.19124, 1.04331, 3.94401], [0.60109, 2.35706, 3.05792], [-2.70295, 1.45824, -0.46002], [-3.03536, 1.46051, 0.97220], [-3.17306, 2.83872, 1.43453], [-4.29774, 0.74017, 1.18364], [-1.96837, 0.80069, 1.70665]], "gap_ev": [6.24, 6.69], "relative_energy_kcal_mol": 29.7, "mol_weight_g_mol": 946.488, "e_homo_ev": [-2.5, -2.9], "charge": -2, "multiplicity": 2}

***

[3]
{"formula": "C32H26BrN5O5PbSe", "method": "ωB97M-V/def2-TZVPD", "species": ["Pb", "C", "O", "C", "C", "C", "C", "C", "C", "N", "N", "C", "O", "C", "C", "C", "C", "C", "C", "C", "O", "H", "H", "H", "H", "H", "H", "H", "H", "H", "H", "H", "H", "O", "C", "C", "C", "C", "C", "C", "C", "O", "N", "N", "C", "C", "Br", "C", "C", "C", "C", "C", "C", "C", "H", "H", "H", "H", "H", "H", "H", "H", "H", "H", "H", "H", "H", "H", "Se", "C", "N"], "xyz": [[-0.53923, -2.71403, -1.30138], [2.77083, -5.02456, -0.83724], [3.05601, -5.09216, 0.56038], [2.79141, -3.98286, 1.30615], [3.78938, -3.46227, 2.08002], [3.56956, -2.36791, 2.94495], [2.33290, -1.79805, 3.02253], [1.26759, -2.31130, 2.23941], [-0.09736, -1.93019, 2.26122], [-0.71910, -0.81302, 2.54122], [-2.09785, -0.66385, 2.37359], [-2.54304, -1.10937, 1.22434], [-1.88398, -1.72577, 0.32016], [-3.99038, -0.82407, 0.95139], [-4.71323, 0.08596, 1.72010], [-6.02981, 0.37264, 1.39841], [-6.63492, -0.24311, 0.30946], [-5.91957, -1.15018, -0.45722], [-4.60097, -1.43931, -0.13743], [1.47765, -3.40657, 1.33100], [0.54510, -3.83838, 0.56512], [3.49853, -5.66783, -1.32909], [1.76369, -5.38464, -1.04297], [2.88111, -4.00500, -1.20973], [4.76754, -3.92307, 2.01776], [4.37964, -2.00691, 3.56461], [2.15335, -1.00257, 3.73139], [-0.76871, -2.69928, 1.90488], [-4.22970, 0.56538, 2.55968], [-6.58611, 1.08326, 1.99593], [-7.66255, -0.01361, 0.05832], [-6.38584, -1.63061, -1.30753], [-4.02934, -2.13417, -0.73697], [-0.70293, 0.81734, -4.35740], [-1.70621, 1.62437, -3.93648], [-2.11878, 2.67271, -4.75200], [-3.13598, 3.51351, -4.33130], [-3.76087, 3.32208, -3.10455], [-3.34262, 2.28290, -2.29031], [-2.31382, 1.43736, -2.68969], [-1.83552, 0.33832, -1.77689], [-1.43612, -0.78736, -2.39064], [-0.55102, 0.85678, -1.09388], [-0.40106, 0.96325, 0.12234], [0.90768, 1.20559, 0.53635], [1.24188, 1.14699, 1.82670], [1.83049, -1.29186, -1.37905], [2.70795, 1.29187, 2.21974], [3.57215, 1.99239, 1.18995], [3.46987, 3.36681, 1.00017], [4.22690, 3.98721, 0.02058], [5.08625, 3.23735, -0.77386], [5.18798, 1.86804, -0.58524], [4.43089, 1.24422, 0.39790], [-0.74868, 0.00749, -3.79706], [-1.63737, 2.80510, -5.71176], [-3.45342, 4.32344, -4.97583], [-4.56560, 3.97320, -2.79167], [-3.82041, 2.10983, -1.33111], [-2.51879, 0.21723, -0.93330], [0.27251, 0.86614, -1.71857], [1.65645, 1.39411, -0.22538], [3.06092, 0.25717, 2.33122], [2.80230, 3.95158, 1.62298], [4.14887, 5.05676, -0.12287], [5.67553, 3.72424, -1.53960], [5.85248, 1.28045, -1.20436], [4.49320, 0.17064, 0.53427], [0.08727, 0.69606, 3.26634], [2.82451, 1.92351, 3.54265], [2.90048, 2.41055, 4.57914]], "gap_ev": 5.97, "relative_energy_kcal_mol": 0.0, "mol_weight_g_mol": 926.654, "e_homo_ev": -7.9, "charge": 0}

***

[4]
{"formula": "C4H10S2", "method": "ωB97M-V/def2-TZVPD", "species": ["C", "C", "S", "C", "C", "S", "H", "H", "H", "H", "H", "H", "H", "H", "H", "H"], "xyz": [[-1.72646, 1.32953, -0.64207], [-0.68038, 0.16948, -0.58781], [-1.44333, -1.19200, 0.46852], [0.70879, 0.66043, -0.20848], [0.75313, 1.46280, 1.10053], [1.96070, -0.62776, -0.33841], [-1.21272, 2.21378, -1.08538], [-2.67738, 1.04126, -1.12370], [-2.03655, 1.53663, 0.41547], [-0.56680, -0.26438, -1.61754], [-1.14882, -2.11541, -0.46160], [0.98313, 1.32966, -0.98806], [1.81485, 1.42395, 1.40254], [0.20033, 1.09416, 1.92846], [0.49808, 2.50521, 0.82286], [1.53739, -1.38207, 0.65226]], "gap_ev": 9.90, "relative_energy_kcal_mol": 13.9, "mol_weight_g_mol": 122.258, "e_homo_ev": -9.2, "charge": 0, "smiles": "C[C@H](S)[C@@H](C)S"}